The following is a quantum chemistry calculation of an isolated ion of composition C3H7INS and charge +1 in a non-equilibrium geometry, from the OMol25 dataset.

```
13
Properties=species:S:1:pos:R:3:lowdin_charge:R:1
S 0.559 -2.124 -0.004 0.78
C 0.842 -0.260 0.007 -1.20
I 2.811 0.367 -0.034 0.98
C -0.191 0.273 1.177 -0.15
N -1.114 0.606 0.047 0.05
C -0.140 0.330 -1.001 -0.23
H 1.091 -2.251 -1.100 -0.20
H -0.381 -0.533 1.959 0.14
H 0.159 1.112 1.846 0.14
H -2.017 -0.013 -0.015 0.24
H -1.443 1.568 0.196 0.19
H 0.299 1.336 -1.417 0.17
H -0.475 -0.411 -1.662 0.09
```

Its net charge is +1. The value obtained for the total energy is -23641.5370 eV. The energy above the lowest of the compared OMol25 structures with the same formula, charge and spin is 18.1 kcal/mol. The structure (SMILES) is SC1(I)C[NH2+]C1. The value obtained for the frontier orbital gap is 9.502 eV. The calculation puts the LUMO energy at -3.779 eV. As for the highest occupied orbital energy: -13.28 eV.

The following is a quantum chemistry calculation of an isolated ion of composition C3H9N2S and charge +1 in a non-equilibrium geometry, from the OMol25 dataset.

```
15
Properties=species:S:1:pos:R:3:lowdin_charge:R:1
C 1.134 0.630 -1.974 0.04
N 0.670 0.472 -0.820 -0.05
C -0.582 0.025 -0.439 -0.60
S -1.488 -1.247 -1.418 0.80
N -0.237 -0.698 1.017 0.00
C 0.345 0.201 2.015 -0.03
H 2.150 0.989 -2.050 0.09
H 0.587 0.438 -2.897 0.09
H -1.243 0.857 -0.185 0.13
H -2.120 -0.360 -2.173 -0.12
H 0.416 -1.451 0.779 0.16
H -1.110 -1.123 1.351 0.16
H 0.648 -0.376 2.889 0.11
H 1.215 0.695 1.587 0.10
H -0.386 0.949 2.318 0.11
```

Its net charge is +1. The value obtained for the total energy is -17064.6154 eV. The energy above the lowest of the compared OMol25 structures with the same formula, charge and spin is 35.8 kcal/mol. The structure (SMILES) is C=N[C@@H](S)[NH2+]C. The value obtained for the frontier orbital gap is 10.576 eV. The calculation puts the LUMO energy at -3.461 eV. As for the highest occupied orbital energy: -14.04 eV.

The following is a quantum chemistry calculation of C39H42CrN5O5PS2 as an isolated structure in a non-equilibrium geometry, from the OMol25 dataset.

```
95
Properties=species:S:1:pos:R:3:lowdin_charge:R:1
Cr 0.085 0.092 0.410 0.72
C 0.667 -4.111 1.561 0.00
C 0.844 -2.707 1.092 -0.23
N -0.099 -1.928 0.714 -0.02
N -1.400 -2.409 0.654 0.13
C -2.122 -1.475 0.112 -0.41
O -1.621 -0.349 -0.319 -0.21
C -3.586 -1.657 -0.012 -0.15
C -4.338 -0.726 -0.721 -0.03
C -5.716 -0.860 -0.797 -0.06
C -6.346 -1.919 -0.158 -0.07
C -5.597 -2.847 0.557 -0.07
C -4.220 -2.718 0.632 -0.03
C 2.185 -2.091 0.965 -0.21
C 3.333 -2.778 1.318 0.01
C 4.568 -2.182 1.097 -0.03
C 4.596 -0.927 0.520 -0.03
C 3.401 -0.307 0.194 -0.16
N 2.214 -0.866 0.411 0.05
H -0.375 -4.403 1.500 0.07
H 1.005 -4.195 2.596 0.10
H 1.268 -4.795 0.961 0.09
H -3.836 0.099 -1.202 0.10
H -6.299 -0.140 -1.356 0.11
H -7.421 -2.024 -0.217 0.11
H -6.089 -3.674 1.051 0.11
H -3.625 -3.434 1.181 0.11
H 3.258 -3.763 1.753 0.11
H 5.483 -2.695 1.365 0.12
H 5.526 -0.415 0.318 0.12
H 3.398 0.684 -0.255 0.10
O 0.762 4.244 0.336 -0.27
S 0.727 2.950 -0.280 0.51
O 1.954 2.156 -0.162 -0.38
O -0.426 2.102 0.173 -0.40
C 0.488 3.119 -2.016 -0.26
C 0.355 4.377 -2.575 -0.03
C 0.232 4.496 -3.953 -0.05
C 0.239 3.362 -4.747 -0.05
C 0.353 2.103 -4.172 -0.07
C 0.480 1.961 -2.794 -0.31
P 0.568 0.267 -2.076 1.16
C -0.693 -0.537 -3.140 -0.33
C -0.437 -1.602 -3.994 -0.07
C -1.443 -2.109 -4.811 -0.07
C -2.705 -1.542 -4.796 -0.07
C -2.962 -0.459 -3.963 -0.07
C -1.968 0.034 -3.138 -0.11
C 2.144 -0.401 -2.677 -0.35
C 2.386 -1.768 -2.514 -0.13
C 3.588 -2.322 -2.916 -0.07
C 4.574 -1.510 -3.468 -0.07
C 4.347 -0.151 -3.619 -0.06
C 3.132 0.404 -3.230 -0.07
H 0.359 5.244 -1.928 0.12
H 0.135 5.475 -4.404 0.11
H 0.145 3.451 -5.821 0.11
H 0.329 1.225 -4.805 0.12
H 0.547 -2.043 -4.050 0.09
H -1.227 -2.940 -5.470 0.11
H -3.484 -1.930 -5.440 0.11
H -3.942 0.002 -3.961 0.11
H -2.175 0.887 -2.503 0.11
H 1.629 -2.401 -2.063 0.11
H 3.761 -3.383 -2.795 0.11
H 5.517 -1.939 -3.778 0.11
H 5.112 0.484 -4.045 0.11
H 2.968 1.468 -3.345 0.11
C -2.828 1.619 4.719 -0.01
N -3.030 0.858 3.490 -0.17
C -4.377 0.382 3.171 0.00
C -2.009 0.497 2.757 -0.16
N -1.093 0.204 2.120 0.17
H -3.506 2.472 4.727 0.10
H -1.805 1.982 4.757 0.08
H -3.024 0.992 5.590 0.10
H -5.057 1.233 3.173 0.10
H -4.707 -0.350 3.910 0.10
H -4.384 -0.077 2.187 0.08
C 2.228 0.568 5.142 -0.12
C 3.242 0.751 4.025 -0.37
S 2.574 1.473 2.534 0.99
O 1.318 0.658 2.270 -0.57
C 2.042 3.093 3.145 -0.34
C 0.597 3.120 3.614 -0.12
H 2.624 -0.122 5.887 0.08
H 1.301 0.151 4.749 0.07
H 2.008 1.509 5.645 0.07
H 3.647 -0.204 3.682 0.08
H 4.086 1.384 4.304 0.10
H 2.183 3.770 2.303 0.07
H 2.749 3.363 3.933 0.10
H -0.072 2.798 2.821 0.05
H 0.337 4.144 3.880 0.09
H 0.443 2.480 4.483 0.05
```

Its net charge is +1. The spin multiplicity is 2. The value obtained for the total energy is -118189.1228 eV. The value obtained for the frontier orbital gap (alpha / beta) is 7.809 / 7.896 eV. The calculation puts the LUMO energy (alpha / beta) at -2.909 / -2.729 eV. As for the highest occupied orbital energy (alpha / beta): -10.72 / -10.62 eV.